Record 1
C14H10F5N4OSTeZn as an isolated structure, computed with the ωB97M-V functional and the def2-TZVPD basis.

Cartesian coordinates (Å):
Zn -0.782 0.415 1.045
C 0.496 -3.219 -1.342
C -0.056 -2.443 -0.189
N 0.418 -1.336 0.241
N 1.571 -0.834 -0.301
C 2.200 0.137 0.410
N 3.136 0.823 -0.303
S 1.907 0.415 2.029
C -1.280 -2.934 0.515
C -2.133 -3.860 -0.071
C -3.256 -4.255 0.645
C -3.478 -3.708 1.896
C -2.578 -2.765 2.381
N -1.493 -2.404 1.717
H 1.549 -2.998 -1.515
H 0.404 -4.289 -1.165
H -0.065 -2.978 -2.249
H 1.688 -0.862 -1.303
H 2.891 1.022 -1.265
H 3.481 1.630 0.191
H -1.958 -4.234 -1.070
H -3.953 -4.964 0.217
H -4.344 -3.982 2.483
H -2.745 -2.269 3.328
F 1.720 6.739 -0.838
C 1.345 5.449 -0.730
C 1.610 4.549 -1.745
F 2.261 4.958 -2.847
C 1.218 3.232 -1.621
F 1.543 2.374 -2.619
C 0.533 2.722 -0.498
O 0.210 1.478 -0.441
C 0.312 3.668 0.523
F -0.286 3.281 1.656
C 0.698 4.990 0.406
F 0.455 5.847 1.407
Te -3.242 0.608 1.021

Values from the calculation:
Multiplicity: 1
Lowest unoccupied orbital energy: 2.24 eV
Net charge: -1
Frontier orbital gap: 4.90 eV
DFT total energy: -102823.1577 eV

Record 2
C24H30MgN3O6S2Sb as an isolated structure in a non-equilibrium geometry, computed with the ωB97M-V functional and the def2-TZVPD basis.

Cartesian coordinates (Å):
Mg -0.085 -0.722 -0.379
O 0.361 3.662 -0.812
C 0.112 3.982 0.464
C 0.002 5.330 0.812
C -0.252 5.703 2.116
C -0.400 4.737 3.100
C -0.297 3.401 2.769
C -0.043 3.000 1.462
C 0.063 1.566 1.113
O 0.301 1.239 -0.101
N -0.078 0.737 2.113
N 0.052 -0.557 1.736
C -0.013 -1.456 2.618
S -0.331 -1.018 4.338
C -0.766 -2.726 4.810
C 0.206 -3.623 4.099
S 0.229 -3.145 2.279
H 0.394 2.649 -0.824
H 0.119 6.068 0.031
H -0.337 6.754 2.367
H -0.599 5.029 4.123
H -0.413 2.626 3.510
H -1.789 -2.910 4.480
H -0.706 -2.795 5.897
H -0.084 -4.671 4.148
H 1.214 -3.504 4.500
O 0.539 -4.428 -1.075
C 0.655 -3.214 -0.962
O 0.419 -2.518 0.085
C 1.165 -2.334 -2.132
O 1.691 -2.864 -3.109
O 1.020 -1.085 -1.956
C 4.412 1.205 0.052
Sb 3.053 -0.521 0.289
C 4.292 -1.769 -0.987
C 4.169 -1.224 2.066
H 5.448 0.921 0.204
H 4.144 1.974 0.769
H 4.294 1.609 -0.947
H 5.346 -1.626 -0.761
H 4.094 -1.523 -2.023
H 4.015 -2.805 -0.827
H 5.238 -1.120 1.914
H 3.933 -2.270 2.238
H 3.877 -0.653 2.942
C -1.734 -1.031 -4.248
N -2.134 0.352 -4.067
C -1.354 1.220 -4.922
C -1.956 0.743 -2.667
C -2.803 -0.058 -1.715
C -4.182 -0.076 -1.898
C -4.996 -0.789 -1.037
C -4.416 -1.479 0.014
C -3.038 -1.450 0.178
C -2.176 -0.748 -0.669
H -1.904 -1.324 -5.286
H -2.345 -1.660 -3.602
H -0.680 -1.200 -3.990
H -1.500 0.933 -5.967
H -0.276 1.182 -4.700
H -1.693 2.250 -4.795
H -2.224 1.804 -2.593
H -0.905 0.624 -2.363
H -4.616 0.467 -2.729
H -6.070 -0.813 -1.189
H -5.045 -2.046 0.696
H -2.614 -2.012 1.004

Values from the calculation:
Multiplicity: 1
Lowest unoccupied orbital energy: 4.11 eV
Net charge: -2
Frontier orbital gap: 6.43 eV
DFT total energy: -75787.0769 eV

Record 3
A 19-piece molecular cluster, H37O19 overall in a non-equilibrium geometry, computed with the ωB97M-V functional and the def2-TZVPD basis.

Cartesian coordinates (Å):
O -4.006 -1.475 -2.236
H -3.215 -1.842 -1.878
H -4.117 -0.663 -2.716
O 4.125 -0.023 0.669
H 2.428 -2.593 3.493
H 3.996 -0.857 0.213
O 1.524 1.501 -2.425
H 1.151 -0.658 -2.871
H 0.870 1.452 -4.008
O 2.458 -2.556 -0.165
H 2.397 -3.098 0.666
H 2.254 -1.598 -0.196
O -3.028 1.002 -3.316
H -2.125 0.583 -3.470
H 0.616 0.129 -0.101
O 0.126 -3.956 -0.984
H 0.360 -4.204 -1.886
H 0.545 -3.015 -0.934
O 0.602 0.921 -4.800
H -3.159 1.189 -2.389
H 1.433 0.443 -4.797
O 0.403 -0.642 -2.280
H -1.295 1.087 -0.913
O 0.939 1.192 2.317
H 0.962 1.471 0.626
H 0.169 1.337 2.853
O -2.025 -1.670 3.565
H -1.349 -1.675 2.889
H -2.052 -2.078 4.414
O -0.068 -0.985 1.929
H 0.851 -0.996 2.163
H -0.562 -0.298 1.385
O 2.995 -0.006 2.966
H 2.419 1.685 -2.149
H 3.756 -0.125 3.520
O 0.535 1.091 -0.169
H -0.201 5.226 -0.491
H -0.148 -0.124 -2.878
O -2.060 0.482 -0.973
H 1.104 1.397 -1.447
H 1.833 1.013 2.891
O 0.023 -4.291 1.493
H -0.428 -4.346 0.623
H 0.579 -3.501 1.449
O 0.019 5.034 0.419
H -0.623 4.487 0.899
H -1.697 -0.345 -0.650
O -3.867 3.134 -0.679
H -3.912 2.364 -1.235
H -3.888 2.873 0.258
O 2.319 -2.357 2.537
H 2.630 -1.408 2.694
H 3.779 -0.334 1.570
O -2.040 3.153 1.439
H -1.921 3.651 2.260
H -2.414 3.821 0.832

Values from the calculation:
Multiplicity: 1
Lowest unoccupied orbital energy: 2.19 eV
Net charge: -1
Frontier orbital gap: 9.07 eV
DFT total energy: -39503.3167 eV